(1)
Density functional theory data (ωB97M-V/def2-TZVPD) for a molecular structure, C30H52As2CsF3N5O6PS.

Kohn-Sham gap	5.83	eV
energy relative to the best compared isomer or geometry (same formula, charge and spin)	0.344	eV
E_LUMO	3.727	eV
max |F|	0.5	eV/A

ORCA input file:
```
! wB97M-V def2-TZVPD RIJCOSX def2/J DEFGRID3
* xyz -2 1
Cs -0.44 0.39 1.62
N -3.22 -1.18 3.85
C -2.22 -0.44 4.63
C -0.94 -1.29 4.70
O -1.12 -2.49 5.07
N 0.16 -0.67 4.36
C 1.38 -1.47 4.39
C 2.16 -1.34 3.07
O 3.35 -0.93 3.12
O 1.55 -1.65 2.01
H -4.15 -0.82 4.00
H -3.17 -2.13 4.19
H -2.54 -0.25 5.67
H -2.02 0.53 4.17
H 1.16 -2.53 4.54
H 2.04 -1.13 5.19
C -5.22 -1.23 0.28
As -3.33 -1.17 -0.23
C -3.55 -0.12 -1.88
C -3.17 -2.94 -1.12
C -4.21 -3.49 -1.87
C -4.07 -4.71 -2.51
C -2.87 -5.40 -2.41
C -1.83 -4.87 -1.66
C -1.96 -3.64 -1.00
As -0.49 -2.82 0.03
C -1.18 -3.27 1.80
C 0.87 -4.21 -0.09
H -5.88 -1.42 -0.57
H -5.46 -0.26 0.70
H -5.37 -2.00 1.04
H -4.33 -0.53 -2.52
H -2.60 -0.13 -2.41
H -3.78 0.90 -1.57
H -5.15 -2.95 -1.96
H -4.89 -5.12 -3.09
H -2.75 -6.36 -2.90
H -0.90 -5.42 -1.58
H -1.46 -4.32 1.82
H -2.05 -2.65 2.03
H -0.41 -3.06 2.53
H 0.51 -5.18 0.25
H 1.67 -3.86 0.57
H 1.26 -4.29 -1.11
F -4.38 5.04 2.49
C -4.36 5.39 1.20
F -4.41 6.76 1.20
F -5.53 5.01 0.66
C -3.16 4.90 0.45
C -2.29 5.83 -0.07
C -1.17 5.42 -0.79
C -1.01 4.05 -0.96
N -1.83 3.13 -0.47
C -2.91 3.50 0.27
S -3.89 2.28 0.96
H -2.48 6.88 0.08
H -0.46 6.12 -1.20
H -0.17 3.66 -1.52
C -0.31 1.85 -4.83
C 0.31 0.81 -3.90
C -0.35 -0.56 -4.16
C 1.81 0.70 -4.16
N 0.11 1.31 -2.54
N 0.50 0.47 -1.47
H -0.19 1.56 -5.87
H 0.18 2.82 -4.68
H -1.37 1.97 -4.62
H -0.07 -0.93 -5.16
H -1.43 -0.49 -4.12
H -0.02 -1.30 -3.44
H 2.00 0.41 -5.19
H 2.27 -0.04 -3.50
H 2.29 1.67 -3.96
H -0.85 1.58 -2.37
H 1.51 0.44 -1.41
H 0.14 -0.48 -1.55
C 5.87 0.73 3.34
C 4.80 1.60 2.73
O 4.72 1.36 1.32
P 3.31 0.77 0.70
O 3.76 -0.65 0.07
C 5.08 -1.15 -0.06
C 5.02 -2.64 0.22
O 3.35 1.60 -0.75
C 2.74 2.88 -0.74
C 3.79 3.98 -0.72
H 5.98 0.96 4.40
H 6.83 0.90 2.84
H 5.57 -0.31 3.25
H 5.03 2.67 2.86
H 3.84 1.38 3.20
H 5.74 -0.65 0.65
H 5.44 -0.94 -1.07
H 4.60 -2.79 1.22
H 6.01 -3.08 0.16
H 4.36 -3.14 -0.50
H 2.08 2.97 0.14
H 2.11 2.95 -1.62
H 4.41 3.89 0.17
H 3.31 4.96 -0.72
H 4.43 3.90 -1.59
*
```

(2)
Density functional theory data (ωB97M-V/def2-TZVPD) for 22 unconnected molecules or ions with the total composition C30H52Cl42N2OS.

Kohn-Sham gap	7.10	eV
energy relative to the best compared isomer or geometry (same formula, charge and spin)	0.000	eV
E_LUMO	-1.229	eV
max |F|	6.4	eV/A

ORCA input file:
```
! wB97M-V def2-TZVPD RIJCOSX def2/J DEFGRID3
* xyz 0 1
O 2.23 3.44 -5.31
C 1.25 2.68 -6.07
C -0.12 2.37 -5.25
C -0.07 2.75 -3.69
C 0.99 1.88 -2.83
C 1.95 0.75 -3.45
C 2.95 0.02 -2.53
C 3.03 0.33 -1.00
N 3.90 -0.24 0.02
S 3.37 0.54 1.45
N 2.12 1.65 1.05
C 2.03 1.43 -0.40
C 1.02 2.22 -1.30
H 3.04 2.89 -5.31
H 1.73 1.66 -6.35
H 0.97 3.21 -7.04
H -0.92 3.04 -5.73
H -0.42 1.29 -5.48
H 0.32 3.84 -3.63
H -1.10 2.78 -3.19
H 1.90 0.49 -4.56
H 3.66 -0.78 -2.97
H 0.31 3.03 -0.88
C -1.91 6.17 -3.61
Cl -2.15 4.65 -4.49
Cl -0.21 6.67 -3.65
H -2.52 6.95 -4.07
H -2.21 6.03 -2.57
C -0.54 -0.56 1.38
Cl -0.17 -1.86 0.24
Cl -2.29 -0.41 1.63
H -0.06 -0.78 2.33
H -0.16 0.38 0.98
C -1.56 -3.28 3.81
Cl -0.62 -2.23 4.87
Cl -0.69 -4.78 3.45
H -2.50 -3.53 4.31
H -1.77 -2.76 2.88
C 3.99 -1.04 -6.67
Cl 4.35 0.68 -6.47
Cl 2.25 -1.35 -6.57
H 4.35 -1.37 -7.65
H 4.50 -1.60 -5.89
C -4.00 -5.62 6.30
Cl -4.56 -4.02 5.79
Cl -4.60 -6.02 7.91
H -4.35 -6.36 5.59
H -2.91 -5.61 6.32
C -3.88 -4.57 11.09
Cl -3.52 -6.19 11.69
Cl -2.59 -3.43 11.50
H -3.99 -4.61 10.01
H -4.81 -4.23 11.54
C 0.52 -8.33 1.54
Cl 0.44 -7.63 3.16
Cl -0.80 -7.75 0.53
H 1.47 -8.05 1.09
H 0.45 -9.42 1.62
C -2.08 -8.95 10.00
Cl -0.49 -9.61 10.42
Cl -2.99 -10.07 8.99
H -2.64 -8.76 10.91
H -1.93 -8.01 9.46
C 0.70 -8.94 -2.89
Cl 1.65 -7.89 -1.84
Cl 1.57 -10.44 -3.25
H -0.24 -9.19 -2.40
H 0.50 -8.42 -3.83
C 2.84 -4.86 -0.03
Cl 1.87 -4.86 1.44
Cl 2.85 -3.26 -0.78
H 3.87 -5.13 0.22
H 2.43 -5.58 -0.74
C -0.18 9.90 -1.46
Cl -0.80 11.53 -1.75
Cl -1.47 8.83 -0.88
H 0.22 9.50 -2.39
H 0.60 9.95 -0.70
C 6.59 2.31 0.23
Cl 6.82 3.89 -0.53
Cl 8.14 1.51 0.53
H 6.07 2.44 1.17
H 5.99 1.68 -0.44
C -2.05 -0.69 -3.35
Cl -2.29 -2.21 -4.22
Cl -0.35 -0.19 -3.40
H -2.66 0.09 -3.82
H -2.35 -0.82 -2.32
C 7.35 -1.89 -1.16
Cl 5.64 -2.31 -1.03
Cl 8.38 -3.31 -0.92
H 7.55 -1.48 -2.15
H 7.59 -1.15 -0.40
C -3.98 12.46 -0.42
Cl -5.34 11.53 -1.06
Cl -4.31 13.01 1.23
H -3.09 11.83 -0.41
H -3.82 13.32 -1.05
C -5.57 1.89 2.83
Cl -5.84 0.38 1.95
Cl -3.87 2.36 2.78
H -6.17 2.67 2.38
H -5.86 1.75 3.87
C 2.82 3.40 -9.39
Cl 1.11 2.98 -9.28
Cl 3.85 1.98 -9.14
H 3.02 3.80 -10.38
H 3.05 4.15 -8.63
C -3.14 8.45 -6.68
Cl -4.51 7.53 -7.32
Cl -3.46 9.00 -5.03
H -2.26 7.82 -6.67
H -2.98 9.32 -7.31
C 0.84 1.01 5.94
Cl 0.75 1.71 7.56
Cl -0.49 1.58 4.93
H 1.79 1.29 5.48
H 0.78 -0.08 6.03
C -5.85 2.90 -4.79
Cl -5.61 4.48 -5.55
Cl -4.31 2.10 -4.49
H -6.37 3.04 -3.84
H -6.45 2.28 -5.45
C 2.16 -7.84 11.99
Cl 2.40 -6.26 11.23
Cl 3.71 -8.64 12.29
H 1.64 -7.70 12.94
H 1.56 -8.46 11.33
*
```

(3)
Density functional theory data (ωB97M-V/def2-TZVPD) for a molecular structure, C30H52F10Mg2N2O13S2.

Kohn-Sham gap	1.28	eV
energy relative to the best compared isomer or geometry (same formula, charge and spin)	10.912	eV
E_LUMO	-6.532	eV
max |F|	5.3	eV/A

ORCA input file:
```
! wB97M-V def2-TZVPD RIJCOSX def2/J DEFGRID3
* xyz 0 1
C -4.04 2.25 1.15
C -2.63 1.65 0.68
C -2.20 0.26 1.38
C -0.59 0.11 1.36
C -0.03 -0.86 0.21
C 1.16 -0.16 -0.64
C 2.52 -0.87 -0.80
C 2.89 -2.30 -0.13
C 3.68 -1.91 1.24
C 3.75 -3.16 2.28
C 2.60 -2.93 3.44
C 3.27 -3.14 4.93
C 2.45 -2.43 6.12
O 2.11 -1.02 5.89
C 3.28 -0.19 5.78
C 3.39 1.00 4.65
O 4.28 -0.27 6.55
C 3.67 -0.22 -1.66
C 5.09 -0.98 -1.87
O 6.03 -0.80 -1.06
O 5.30 -1.88 -2.97
C 3.37 1.19 -2.30
C 4.54 1.84 -3.18
C 4.34 1.25 -4.70
O 2.97 0.90 -4.99
C 2.78 -0.53 -5.09
C 1.61 -0.93 -6.15
C 1.99 1.82 -2.04
O 1.70 3.10 -2.59
C 1.83 4.11 -1.53
C 3.17 4.98 -1.64
N 0.96 1.14 -1.25
F -0.20 1.81 -1.14
H -3.97 3.40 0.99
H -4.33 2.05 2.24
H -4.87 1.91 0.40
H -1.79 2.43 0.85
H -2.68 1.44 -0.45
H -2.68 -0.62 0.83
H -2.56 0.19 2.48
H -0.30 -0.35 2.38
H -0.06 1.13 1.22
H 0.32 -1.84 0.67
H -0.86 -1.12 -0.54
H 3.56 -2.92 -0.83
H 1.96 -2.93 0.10
H 4.72 -1.52 0.93
H 3.10 -0.97 1.66
H 4.79 -3.10 2.81
H 3.67 -4.18 1.77
H 1.76 -3.70 3.31
H 2.19 -1.83 3.44
H 4.35 -2.74 4.93
H 3.26 -4.28 5.11
H 1.46 -2.97 6.34
H 3.05 -2.46 7.11
H 3.99 1.85 5.13
H 4.03 0.64 3.73
H 2.37 1.42 4.33
H 5.79 -1.42 -3.70
H 4.39 2.97 -3.21
H 5.59 1.57 -2.78
H 4.59 2.15 -5.39
H 5.11 0.46 -4.93
H 3.73 -1.14 -5.28
H 2.37 -0.88 -4.06
H 1.24 -1.96 -5.81
H 0.71 -0.21 -6.09
H 2.05 -1.02 -7.20
H 0.95 4.86 -1.54
H 1.78 3.58 -0.52
H 4.15 4.36 -1.68
H 3.27 5.66 -0.71
H 3.12 5.72 -2.53
O 6.18 -1.20 -5.76
H 6.49 -2.09 -5.61
F 5.76 4.71 -1.20
C -2.44 -4.57 4.08
C -1.66 -3.27 4.12
C -2.36 -2.22 4.97
O -1.50 -2.77 2.79
H -3.43 -4.42 3.64
H -1.92 -5.31 3.45
H -2.56 -4.99 5.08
H -0.65 -3.45 4.52
H -3.34 -1.99 4.55
H -1.79 -1.29 4.97
H -2.48 -2.56 6.00
H -2.38 -2.60 2.43
Mg -3.75 2.40 3.64
C -7.33 3.81 -1.23
F -6.22 4.10 -0.52
F -8.38 4.26 -0.51
F -7.29 4.57 -2.35
S -7.48 2.03 -1.62
O -7.53 1.38 -0.32
O -6.29 1.73 -2.40
N -8.84 2.12 -2.41
S -9.35 0.71 -2.95
O -9.81 -0.24 -1.95
O -8.58 0.12 -4.03
C -10.87 1.32 -3.75
F -10.62 2.23 -4.71
F -11.70 1.92 -2.86
F -11.59 0.34 -4.33
Mg 4.02 -1.14 3.49
F 5.76 -3.50 0.68
F -0.67 0.92 -2.85
O -4.58 0.61 -4.50
H -5.37 0.87 -4.01
H -3.86 1.03 -4.02
*
```

(4)
Density functional theory data (ωB97M-V/def2-TZVPD) for a molecular structure, C30H52N3P2Pd.

Kohn-Sham gap	6.80	eV
energy relative to the best compared isomer or geometry (same formula, charge and spin)	0.000	eV
E_LUMO	-2.541	eV
max |F|	0.8	eV/A

ORCA input file:
```
! wB97M-V def2-TZVPD RIJCOSX def2/J DEFGRID3
* xyz 1 1
Pd 0.08 -0.28 0.47
C -1.66 1.11 -2.28
C -2.71 0.30 -1.52
C -4.09 0.93 -1.69
P -2.25 0.05 0.25
C -3.71 -0.87 0.90
C -3.62 -1.14 2.41
C -3.92 -2.18 0.14
C -2.34 1.67 1.01
C -3.46 2.24 1.63
C -3.41 3.50 2.20
C -4.62 4.12 2.85
C -2.19 4.17 2.15
C -1.07 3.63 1.55
C -1.13 2.36 0.95
N -0.03 1.72 0.36
C 1.00 2.44 -0.23
C 0.83 3.72 -0.77
C 1.91 4.42 -1.29
C 3.20 3.89 -1.28
C 4.37 4.67 -1.82
C 3.35 2.60 -0.81
C 2.26 1.87 -0.32
P 2.35 0.19 0.27
C 3.10 -0.86 -1.05
C 2.28 -0.72 -2.33
C 4.59 -0.65 -1.32
C 3.56 0.27 1.64
C 3.91 -1.10 2.22
C 3.00 1.19 2.73
H -1.87 1.07 -3.35
H -0.64 0.74 -2.11
H -1.68 2.16 -1.97
H -2.72 -0.71 -1.95
H -4.15 1.88 -1.14
H -4.90 0.29 -1.36
H -4.26 1.15 -2.75
H -4.57 -0.22 0.72
H -2.85 -1.88 2.64
H -4.57 -1.55 2.76
H -3.43 -0.23 2.98
H -3.04 -2.82 0.18
H -4.17 -2.02 -0.91
H -4.74 -2.74 0.59
H -4.40 1.69 1.67
H -5.46 3.42 2.88
H -4.94 5.01 2.31
H -4.40 4.43 3.87
H -2.11 5.15 2.61
H -0.14 4.17 1.56
H -0.16 4.17 -0.81
H 1.74 5.40 -1.71
H 4.22 5.74 -1.69
H 4.52 4.49 -2.88
H 5.30 4.40 -1.31
H 4.34 2.16 -0.80
H 2.96 -1.88 -0.67
H 2.43 0.25 -2.79
H 1.21 -0.84 -2.14
H 2.57 -1.49 -3.05
H 4.78 0.32 -1.76
H 4.93 -1.40 -2.03
H 5.19 -0.76 -0.42
H 4.46 0.72 1.21
H 3.03 -1.57 2.65
H 4.65 -1.00 3.01
H 4.32 -1.78 1.46
H 2.12 0.73 3.19
H 2.72 2.16 2.33
H 3.75 1.34 3.51
N -0.17 -0.54 3.62
C 0.47 -1.57 4.45
C 0.28 -2.96 3.84
C 0.77 -3.01 2.38
C -0.34 -3.11 1.34
N 0.02 -2.38 0.09
H -0.01 0.39 4.01
H -1.17 -0.67 3.63
H 0.09 -1.57 5.48
H 1.53 -1.35 4.51
H -0.77 -3.25 3.91
H 0.84 -3.67 4.45
H 1.47 -3.84 2.24
H 1.30 -2.09 2.17
H -1.26 -2.66 1.72
H -0.56 -4.16 1.13
H -0.70 -2.51 -0.61
H 0.88 -2.78 -0.28
*
```